(1)
This record from the Open Molecules 2025 dataset describes a single C2H2N4OS molecule. The level of theory is ωB97M-V with the def2-TZVPD basis set.

Element x y z (Å)
C 1.69886 0.12756 -0.10726
C -0.98146 -0.08434 -0.04884
H 3.20732 -0.99713 -0.13260
H -0.89030 1.87088 0.12483
N 1.02119 -1.10222 -0.06647
N -0.24383 -1.21559 -0.01346
N -0.28182 0.99613 -0.10324
N 1.09356 1.23562 -0.02130
O 2.97976 -0.00003 0.17764
S -2.59895 -0.03315 0.05966

Forces on atoms 1 to 6 (eV/Å):
C -0.812 -1.206 1.634
C -1.421 -0.522 0.209
H -0.559 3.203 1.241
H 1.761 -1.863 -0.925
N -0.677 -1.210 -0.403
N 2.656 -2.028 -0.299

The max |F| is 6.9 eV/A. The value obtained for the total energy is -20946.125 eV. The HOMO-LUMO gap is 7.1462 eV.

(2)
This record from the Open Molecules 2025 dataset describes 10 unconnected molecules or ions with the total composition C28H40Cl12O12. The level of theory is ωB97M-V with the def2-TZVPD basis set.

Element x y z (Å)
O -5.28650 0.46873 1.42033
C -4.97415 1.64248 1.32140
O -4.22645 2.21452 2.27952
C -3.99419 3.63817 2.00040
C -5.03702 4.05214 0.86308
C -5.31812 2.69215 0.27337
H -3.01386 3.60381 1.53171
H -3.97469 4.20469 2.98105
H -4.65393 4.85236 0.20136
H -5.88646 4.44429 1.43346
H -4.79925 2.43222 -0.63410
H -6.36645 2.56281 -0.02618
O 3.32754 -0.86283 -2.07617
C 4.19583 -0.80755 -2.86635
O 4.84225 -1.87900 -3.33961
C 5.97109 -1.53283 -4.14903
C 5.66850 -0.08152 -4.67582
C 4.77309 0.44272 -3.62809
H 5.95343 -2.30987 -4.89763
H 6.93847 -1.53684 -3.61277
H 5.21335 -0.16026 -5.65280
H 6.60263 0.46596 -4.74153
H 3.90732 1.00812 -3.99036
H 5.24219 1.09719 -2.88457
O -3.46236 2.08408 6.01192
C -2.58920 1.51542 5.45311
O -1.29211 1.92136 5.55759
C -0.50468 0.93443 4.81843
C -1.38166 0.45208 3.68554
C -2.67754 0.34869 4.44582
H -0.17117 0.11873 5.48145
H 0.44132 1.35421 4.46036
H -1.05722 -0.53343 3.35959
H -1.27170 1.18765 2.87183
H -2.67287 -0.58964 4.98359
H -3.60315 0.35186 3.89094
O -1.77037 2.45742 0.22610
C -1.39199 1.45788 -0.33327
O -1.54816 1.34346 -1.71835
C -0.98254 0.03748 -2.16764
C -0.04656 -0.35560 -1.02041
C -0.69277 0.28551 0.20109
H -0.34688 0.30488 -3.03424
H -1.75811 -0.62581 -2.25231
H 0.96646 0.11237 -1.20868
H 0.20759 -1.40292 -1.03291
H -0.03850 0.61803 0.99664
H -1.50274 -0.33122 0.61458
O 1.01222 -4.56418 -1.61907
C 2.16176 -4.84236 -1.27834
O 2.37781 -5.12015 -0.02861
C 3.76653 -5.47284 0.30746
C 4.53947 -4.79843 -0.87907
C 3.48914 -4.88923 -1.98392
H 3.79695 -6.57318 0.25893
H 3.88909 -4.98996 1.33023
H 5.45931 -5.28122 -1.15502
H 4.86869 -3.74744 -0.77823
H 3.63828 -5.79173 -2.59744
H 3.48975 -4.07742 -2.69777
O 3.12221 1.80447 1.26184
C 2.40019 2.69325 1.56153
O 1.09204 2.61446 1.54387
C 0.46658 3.75514 2.21633
C 1.45090 4.88358 2.11707
C 2.77087 4.14553 1.97212
H 0.19431 3.43598 3.22544
H -0.44387 4.03170 1.65814
H 1.47697 5.52617 3.02464
H 1.24852 5.48225 1.20805
H 3.34217 4.08560 2.86332
H 3.43386 4.39119 1.11434
C -1.60538 4.25327 -2.63930
Cl -0.05258 3.67827 -3.29657
Cl -2.88256 4.13960 -3.83158
Cl -1.52755 5.95492 -2.18909
H -1.83657 3.68335 -1.76597
C -5.24090 -2.25185 0.27404
Cl -4.52468 -3.21272 1.51245
Cl -6.27937 -3.20577 -0.72153
Cl -3.95862 -1.37180 -0.59546
H -5.84862 -1.47549 0.78130
C -1.54729 -4.49270 -3.74645
Cl -3.22220 -4.61966 -3.34810
Cl -1.18477 -2.89456 -4.43858
Cl -1.13978 -5.88469 -4.79236
H -0.86852 -4.59980 -2.92370
C 0.57193 -3.69456 1.45152
Cl 1.18387 -4.72548 2.68853
Cl 1.55597 -2.20919 1.32323
Cl -1.15526 -3.27040 1.71810
H 0.56143 -4.20048 0.47227

Forces on atoms 1 to 6 (eV/Å):
O 0.185 1.499 -0.520
C -0.140 -0.498 0.854
O -0.434 0.822 0.036
C 0.468 -0.042 -0.551
C 0.937 0.012 2.262
C -1.434 -0.731 -0.559

The max |F| is 4.3 eV/A. The value obtained for the total energy is -204524.326 eV. The HOMO-LUMO gap is 10.1260 eV.

(3)
This record from the Open Molecules 2025 dataset describes a molecular structure, C5H11NO. The level of theory is ωB97M-V with the def2-TZVPD basis set.

Element x y z (Å)
C -2.36744 -0.24118 -0.68374
C -1.49314 0.84251 -0.06211
C -0.69515 0.34590 1.13618
N 0.19917 -0.74614 0.82130
C 1.44966 -0.66529 0.43127
O 1.86882 0.53987 0.03805
C 3.08154 -0.13978 -0.65647
H -2.95321 0.15300 -1.51999
H -1.75438 -1.06593 -1.06379
H -3.06974 -0.65303 0.05224
H -0.78641 1.23427 -0.80296
H -2.11165 1.68433 0.27137
H -0.07741 1.15438 1.54038
H -1.35609 -0.00862 1.93281
H -0.05627 -1.69915 1.02739
H 3.03479 0.34433 -1.61674
H 3.19272 -1.23782 -0.83410
H 3.89419 0.15834 -0.01108

Forces on atoms 1 to 6 (eV/Å):
C -0.037 -0.050 -0.030
C -0.047 0.107 -0.039
C -0.252 0.319 0.117
N -0.145 0.000 0.230
C -1.232 -1.434 1.055
O 1.356 -2.724 -0.927

The max |F| is 3.2 eV/A. The value obtained for the total energy is -8897.874 eV. The HOMO-LUMO gap is 8.6683 eV.

(4)
This record from the Open Molecules 2025 dataset describes 5 unconnected molecules or ions with the total composition C24H54F12N2O3P3. The level of theory is ωB97M-V with the def2-TZVPD basis set.

Element x y z (Å)
N 1.67767 2.52514 1.14620
O 0.66587 1.83293 1.12088
O 2.67856 2.35303 1.86035
O 1.67864 3.49666 0.42211
C 1.94027 -7.30198 0.04022
C 1.08954 -6.38419 0.93193
C 0.55877 -5.16369 0.30985
C 1.73018 -4.24437 -0.08689
P 1.30821 -2.50132 0.05134
C 2.69889 -1.45508 -0.16863
C 3.66460 -1.74104 -1.48687
C 4.65390 -0.63915 -1.75381
C 4.25321 0.82110 -1.41661
C 0.83414 -2.07435 1.77555
C 1.85574 -2.53527 2.91967
C 1.12414 -3.52308 3.77135
C 1.97597 -4.01869 4.91164
C 0.09829 -2.25224 -1.29187
C -0.24824 -0.73412 -1.35846
C 0.30258 -0.00523 -2.57688
C 0.41278 1.51183 -2.42282
H 2.86774 -6.90497 -0.37244
H 1.42626 -7.62291 -0.86582
H 2.13418 -8.21926 0.59618
H 1.62323 -6.16587 1.85692
H 0.26485 -7.05621 1.16943
H -0.23600 -4.69724 0.89198
H -0.02021 -5.49139 -0.55358
H 2.14603 -4.48332 -1.06570
H 2.53682 -4.41750 0.62547
H 3.29866 -1.70332 0.70700
H 2.21160 -0.48097 -0.12664
H 2.99435 -1.82905 -2.34192
H 4.29721 -2.60200 -1.27086
H 4.99378 -0.75445 -2.78302
H 5.53090 -0.74122 -1.11463
H 3.45055 1.19732 -2.05088
H 5.20820 1.34281 -1.47898
H 4.01705 0.99761 -0.36724
H -0.17322 -2.48271 1.85661
H 0.65563 -0.99945 1.74674
H 2.20356 -1.71248 3.54428
H 2.72040 -3.04719 2.49726
H 0.90020 -4.43963 3.22555
H 0.22312 -3.06912 4.18389
H 2.27070 -3.31322 5.68853
H 2.86641 -4.29280 4.34588
H 1.51630 -4.86979 5.41404
H -0.77330 -2.87531 -1.09132
H 0.48420 -2.50425 -2.27963
H 0.03283 -0.20841 -0.44593
H -1.33764 -0.69930 -1.34781
H -0.28286 -0.26443 -3.45903
H 1.33547 -0.34456 -2.65492
H 1.19724 1.88368 -1.76370
H -0.50100 1.94157 -2.01241
H 0.51762 1.93759 -3.42074
C -2.66226 2.60405 0.78392
C -3.68928 2.39567 -0.39625
C -5.12710 2.30122 0.02232
N -6.16379 1.89325 -1.12226
C -5.74973 0.51460 -1.76093
C -6.30380 2.95816 -2.19199
C -7.79410 3.36095 -2.32362
C -8.33351 2.97783 -0.96535
C -7.52561 1.72597 -0.56098
H -2.37277 1.63648 1.19390
H -2.92303 3.25115 1.62139
H -1.74853 3.08571 0.43578
H -3.25708 1.42119 -0.62359
H -3.63895 3.18559 -1.14566
H -5.50142 3.20120 0.51022
H -5.35634 1.53511 0.76301
H -4.71434 0.48357 -2.10021
H -6.33853 0.24669 -2.63821
H -5.87044 -0.23888 -0.98261
H -5.89956 2.62866 -3.14914
H -5.66992 3.75423 -1.80141
H -8.15729 2.79813 -3.18352
H -8.04946 4.41915 -2.37924
H -9.38259 2.68660 -1.01745
H -8.18211 3.74652 -0.20752
H -8.03901 0.82251 -0.89001
H -7.51383 1.66837 0.52743
P 5.07582 3.59675 4.49067
F 3.68128 4.06503 3.72910
F 4.19401 2.85255 5.58545
F 5.09531 2.28152 3.49208
F 6.51606 3.12534 5.12445
F 5.84480 4.49400 3.42005
F 5.16349 4.92642 5.47222
P 3.30632 4.97630 -2.86225
F 4.09489 3.96150 -1.98078
F 2.00377 4.88861 -1.80940
F 3.85822 6.19038 -1.93895
F 2.40462 5.98090 -3.86948
F 4.54488 5.04300 -3.91229
F 2.62634 3.57894 -3.53966

Forces on atoms 1 to 6 (eV/Å):
N 2.842 2.657 0.141
O -2.590 -3.651 0.792
O -0.730 -1.968 0.345
O -0.304 1.730 -1.547
C 0.152 -0.018 -0.388
C 0.181 -2.069 0.398

The max |F| is 4.5 eV/A. The net charge is -1. The value obtained for the total energy is -95367.126 eV. The HOMO-LUMO gap is 3.5758 eV.

(5)
This record from the Open Molecules 2025 dataset describes a gas-phase ion, C6H14NS (charge -1). The level of theory is ωB97M-V with the def2-TZVPD basis set.

Element x y z (Å)
C 0.41697 -1.19743 1.40716
C -0.09163 0.17316 1.84174
S -1.92414 0.41720 1.83456
N 0.96494 -1.27128 0.06502
C 0.12578 -0.69319 -0.97915
C 0.92372 0.16331 -1.96606
C 0.32607 0.07097 -3.42259
C 1.02110 1.64339 -1.54785
H -0.26681 -2.02520 1.59765
H 1.25932 -1.41754 2.09042
H 0.18596 0.40041 2.86363
H 0.36769 0.92943 1.19747
H 1.86869 -0.81430 0.04026
H -0.66452 -0.07010 -0.55636
H -0.35402 -1.50435 -1.52713
H 1.92810 -0.26457 -2.04893
H -0.16339 0.99791 -3.67876
H -0.39818 -0.73891 -3.39306
H 1.09151 -0.28714 -4.10358
H 1.90714 1.83087 -0.93485
H 0.15836 1.88355 -0.93503
H 0.95893 2.26396 -2.43591

Forces on atoms 1 to 6 (eV/Å):
C 1.114 -0.092 1.086
C -1.329 0.297 -0.035
S 0.153 -0.082 -0.263
N 0.304 0.003 -0.361
C 0.058 0.130 -0.192
C -0.089 0.017 -1.042

The max |F| is 1.9 eV/A. The net charge is -1. The value obtained for the total energy is -18774.527 eV. The HOMO-LUMO gap is 5.8973 eV.

(6)
This record from the Open Molecules 2025 dataset describes 2 unconnected molecules or ions with the total composition C5H10N4. The level of theory is ωB97M-V with the def2-TZVPD basis set.

Element x y z (Å)
C 1.50270 -0.62366 -0.22886
C 0.83897 1.77839 -0.01457
C -0.33047 1.08669 -0.87298
C -1.48955 0.44276 -0.08848
C -2.18510 -0.95215 -0.20441
H 1.62812 0.14712 1.86149
H 2.87394 -1.25327 0.60089
H 1.55001 -2.58518 -0.47782
H 0.62451 1.65981 1.04029
H 1.23721 2.58177 -0.50765
H -0.82345 1.21760 -1.88685
H -2.35320 1.11346 0.03799
H -1.83395 -2.02066 -0.88744
H -3.34539 -1.01906 -0.24979
H -1.54922 0.07681 1.97275
N 2.55237 -0.17616 0.71198
N 1.29489 -1.61066 -0.97001
N 0.91969 0.60643 -0.85460
N -1.11208 -0.47002 1.01808

Forces on atoms 1 to 6 (eV/Å):
C -0.588 5.486 -2.562
C -3.379 -2.097 -1.981
C -4.003 -0.465 -0.355
C -0.048 -1.838 -0.335
C 1.668 -1.528 -1.061
H 3.445 -1.813 -3.568

The max |F| is 6.1 eV/A. The value obtained for the total energy is -11298.231 eV. The HOMO-LUMO gap is 8.7349 eV.

(7)
This record from the Open Molecules 2025 dataset describes a molecular structure, C26H44BrMnN3P2S. The level of theory is ωB97M-V with the def2-TZVPD basis set.

Element x y z (Å)
N -5.11938 -1.32283 4.20887
C -4.43580 -0.33146 4.77973
C -4.22507 0.89664 4.13936
C -4.69810 1.03999 2.80929
C -5.53785 0.02165 2.27570
C -5.73240 -1.13010 3.04212
C -4.24055 2.10937 1.98677
Mn 0.47224 0.86233 -0.77994
P 3.25839 0.38908 -1.40762
C -4.22471 1.96897 0.61563
C -3.15275 2.41134 -0.19797
C -3.02346 1.75363 -1.44737
C -1.76176 1.64313 -1.99740
C -0.75534 2.15623 -1.17427
C -0.84721 3.06055 -0.12017
C -2.13098 3.22407 0.38148
Br 1.40543 2.56892 -2.55220
H -3.90122 3.04729 2.45055
H -5.01098 1.42631 0.06771
H -3.55748 1.64136 4.57530
H -5.88873 0.04503 1.24527
H -4.00644 -0.50612 5.77369
H -6.35409 -1.94550 2.66706
H -3.88147 1.20823 -1.86098
H -2.33497 3.80173 1.28749
H -1.54248 1.19685 -2.96086
H 0.04308 3.57937 0.26356
P -0.30717 -1.70350 -0.42909
C 3.78593 2.00903 -0.63305
C 4.65622 2.93789 -1.47430
H 4.28031 1.74955 0.31722
H 2.87371 2.56425 -0.35859
H 4.78253 3.90121 -0.95167
H 5.66040 2.53442 -1.64928
H 4.19791 3.17520 -2.44387
C 3.03647 0.23310 -3.25298
C 4.19897 0.59843 -4.14820
H 2.17608 0.88990 -3.53883
H 2.69162 -0.80209 -3.43094
H 3.81664 0.80371 -5.16145
H 4.73010 1.50533 -3.81232
H 4.90568 -0.23806 -4.22474
C 4.66065 -0.75049 -1.07095
C 6.01505 -0.08578 -1.31023
H 4.53771 -1.65949 -1.68105
H 4.52804 -1.04672 -0.01839
H 6.82049 -0.81851 -1.17172
H 6.10272 0.30849 -2.33388
H 6.17778 0.73394 -0.59863
C 0.60960 -3.00727 0.52802
C 2.12054 -3.05577 0.29015
H 0.16240 -3.98021 0.25142
H 0.39229 -2.84283 1.59635
H 2.50741 -4.02913 0.63043
H 2.38892 -2.95023 -0.77050
H 2.64846 -2.27481 0.85544
C -0.24884 -2.46508 -2.10505
C -1.27347 -1.90391 -3.07996
H -0.37899 -3.55199 -1.98466
H 0.77697 -2.29890 -2.47178
H -1.20073 -2.44173 -4.03184
H -2.29745 -2.02353 -2.71024
H -1.11337 -0.84141 -3.28849
C -2.08290 -1.94405 0.06196
C -2.35973 -2.38542 1.49537
H -2.54681 -2.65518 -0.64086
H -2.55399 -0.96473 -0.12308
H -3.43291 -2.57806 1.62618
H -1.83210 -3.31095 1.76061
H -2.07819 -1.61699 2.22613
N -0.66922 1.24091 3.21081
C 0.08090 0.22769 2.76538
N -0.13241 -0.96738 3.34616
S 1.25269 0.46538 1.53193
H -1.18269 1.14269 4.09758
H -0.48902 2.17587 2.87822
H 0.49624 -1.74852 3.18672
H -0.70738 -1.07028 4.17376

Forces on atoms 1 to 6 (eV/Å):
N -0.325 -0.072 0.615
C 0.077 0.516 -0.415
C 0.091 -0.513 -0.686
C -1.081 -0.904 0.711
C 0.820 -0.300 0.580
C 0.276 0.524 -0.366

As for the spin multiplicity: 6. The max |F| is 5.1 eV/A. The net charge is +2. The value obtained for the total energy is -162904.862 eV. The HOMO-LUMO gap (alpha / beta) is 5.8540 / 4.7036 eV.